Molecular formula: C11H17Cl3O9P
Method: DFT, wB97M-V/def2-TZVPD

Values from the calculation:
Charge: -1
E_HOMO (eV): -5.825
LUMO level (eV): 2.0
Kohn-Sham gap (hartree): 0.2872

The geometry in XYZ format:
```
41
Properties=species:S:1:pos:R:3:lowdin_charge:R:1
Cl 1.44 5.17 0.10 0.641
P 1.01 -2.43 0.63 0.520
H -5.41 -1.58 0.89 0.067
H 0.93 1.51 -1.63 0.099
C 1.83 0.03 -0.38 -0.299
C 2.15 1.08 0.68 -0.230
C -1.74 -1.12 -0.60 -0.236
O 1.17 5.30 -1.31 -0.388
H 0.23 -2.84 2.50 0.087
H 2.66 -0.67 -0.50 0.132
C 0.54 -0.80 -0.12 -0.366
H -4.22 -0.33 0.89 0.084
C -2.97 -1.32 -1.42 -0.625
O 2.27 -2.43 1.38 -0.270
O -0.15 -2.95 1.62 -0.120
C -4.38 -1.37 0.62 -0.086
H 1.86 -4.09 -0.33 0.090
H 1.50 0.13 -2.56 0.071
O 1.12 -3.51 -0.54 -0.104
H 3.07 1.56 0.35 0.115
C -1.55 0.17 0.18 -0.388
O -0.29 0.03 0.71 0.043
H -0.49 -0.34 -2.07 0.103
H -3.66 -1.96 1.17 0.086
C 1.74 0.79 -1.72 -0.045
H 2.64 1.39 2.74 0.075
O 1.63 3.76 0.42 -0.406
C -0.38 -1.11 -1.32 -0.119
O -2.24 1.15 0.33 0.176
H 1.53 0.08 2.50 0.058
C -4.18 -1.45 -0.87 -0.725
H 3.24 -0.16 2.13 0.061
Cl -5.59 -1.72 -1.85 0.651
O 0.33 5.69 0.86 -0.381
H 2.66 1.33 -1.89 0.089
C 2.42 0.54 2.09 -0.092
H 1.42 1.88 0.72 0.079
H -1.75 -1.89 0.17 0.132
O 2.64 5.90 0.43 -0.385
H -0.26 -2.05 -1.86 0.111
Cl -2.78 -1.38 -3.15 0.694
```